The following is a DFT calculation (ωB97M-V/def2-TZVPD) of the molecule C3H8O2 in a non-equilibrium geometry.

Structure (XYZ):
```
13
Properties=species:S:1:pos:R:3:forces:R:3
C -1.86423 -0.34677 0.28073 2.3 2.0 -0.2
O -0.71805 -0.63848 -0.63076 -2.8 -1.1 1.2
C 0.18212 0.36613 -0.69712 2.2 2.2 -0.1
C 1.41932 0.31011 0.23719 0.7 0.7 -0.7
O 2.21652 -0.82701 -0.10042 -1.1 -0.6 0.6
H -2.54562 -1.14707 0.12816 -0.7 -0.4 0.1
H -1.42075 -0.30028 1.29844 -0.6 -0.4 -0.3
H -2.31448 0.72263 0.12580 0.7 -2.0 -0.3
H 0.49132 0.46303 -1.76872 0.1 0.0 0.9
H -0.23142 1.30061 -0.36561 -0.8 0.9 -0.3
H 1.22084 0.37353 1.30636 -0.8 -0.7 0.3
H 2.00210 1.29938 0.19706 -0.4 -1.5 -1.0
H 1.56233 -1.57583 -0.01113 1.2 0.9 -0.3
```
Forces are in eV/Å.

Computed properties:
LUMO energy = 0.9 eV
Kohn-Sham gap = 10.61 eV
M = 76.09 g mol⁻¹
Net charge = 0

Charges in e, computed with Löwdin, in the same order as the atoms: -0.04, -0.19, -0.30, -0.24, -0.09, 0.07, 0.09, 0.12, 0.14, 0.10, 0.10, 0.14, 0.11